ORCA calculation (the ωB97M-V functional and the def2-TZVPD basis) on a structure of composition C18H48As6F36N6O6 in a non-equilibrium geometry.

The geometry in XYZ format:
```
120
Properties=species:S:1:pos:R:3
C -3.296 16.708 14.136
C -4.750 17.147 14.189
O -5.352 17.364 15.254
N -5.487 17.540 12.907
H -5.153 17.077 12.074
H -6.452 17.251 12.972
C -5.309 18.942 12.579
H -3.166 16.098 13.242
H -3.069 16.082 15.000
H -2.556 17.506 14.187
H -4.300 19.217 12.273
H -5.644 19.566 13.408
H -5.932 19.123 11.703
C -3.060 17.308 8.612
C -2.784 16.159 9.602
O -3.131 16.264 10.778
N -2.142 14.835 9.057
H -1.622 14.983 8.204
H -1.431 14.600 9.735
C -3.106 13.681 8.885
H -3.675 18.143 8.947
H -3.447 16.987 7.645
H -2.077 17.717 8.378
H -2.693 13.096 8.063
H -4.076 14.046 8.547
H -3.179 13.107 9.808
C -6.278 20.132 16.998
C -5.799 19.186 18.035
O -6.555 18.416 18.577
N -4.290 19.336 18.458
H -3.718 18.756 17.862
H -4.079 20.309 18.288
C -4.059 19.001 19.946
H -5.958 19.771 16.020
H -5.809 21.114 17.061
H -7.342 20.220 16.782
H -3.026 19.257 20.181
H -4.219 17.932 20.088
H -4.656 19.654 20.582
C -7.955 18.852 7.303
C -6.931 19.660 8.074
O -6.304 19.201 8.999
N -6.622 21.131 7.806
H -5.720 21.276 8.238
H -6.534 21.218 6.804
C -7.653 22.099 8.466
H -8.846 18.547 7.851
H -7.463 17.971 6.891
H -8.438 19.360 6.468
H -8.669 21.775 8.241
H -7.429 23.093 8.079
H -7.554 22.073 9.551
C -6.182 15.188 17.107
C -5.738 13.811 17.602
O -4.641 13.578 18.082
N -6.736 12.630 17.213
H -7.630 13.099 17.210
H -6.448 12.347 16.287
C -6.947 11.519 18.217
H -5.630 15.939 17.674
H -7.258 15.305 17.235
H -5.831 15.315 16.083
H -7.871 11.069 17.856
H -7.212 11.946 19.184
H -6.036 10.921 18.237
C 1.654 21.876 10.890
C 0.492 22.443 10.123
O 0.357 23.618 9.918
N -0.611 21.458 9.682
H -1.263 22.056 9.195
H -0.338 20.676 9.104
C -1.329 20.843 10.915
H 2.266 22.708 11.238
H 2.234 21.229 10.233
H 1.270 21.339 11.758
H -1.640 21.620 11.614
H -0.629 20.316 11.563
H -2.189 20.211 10.691
As -7.466 15.262 9.416
F -8.813 14.823 8.241
F -8.420 16.655 9.987
F -6.166 15.811 10.617
F -6.478 13.939 8.712
F -6.770 16.265 8.126
F -8.271 14.195 10.603
As -7.708 22.635 14.325
F -7.436 24.462 14.301
F -7.588 22.471 12.542
F -7.965 20.908 14.622
F -7.904 22.877 16.139
F -9.495 22.925 14.100
F -5.962 22.474 14.588
As -5.522 12.525 13.017
F -7.206 12.849 12.569
F -6.132 12.544 14.712
F -3.872 12.031 13.569
F -5.002 12.553 11.324
F -5.092 14.274 13.183
F -5.867 10.745 12.868
As -1.555 16.651 17.909
F -1.840 14.971 17.313
F 0.062 16.173 18.538
F -1.415 18.422 18.462
F -3.209 17.150 17.336
F -2.314 16.292 19.525
F -0.813 17.121 16.389
As -9.408 15.413 14.406
F -9.177 16.675 15.706
F -10.177 16.570 13.310
F -9.470 14.189 13.122
F -8.696 14.189 15.577
F -11.021 14.994 14.950
F -7.873 15.991 13.747
As -1.694 20.700 15.158
F -0.632 19.531 14.281
F -2.540 19.352 15.899
F -2.670 21.893 16.190
F -0.840 22.021 14.307
F -2.950 20.675 13.787
F -0.462 20.777 16.472
```

As for the LUMO energy (spin up / spin down): -0.002 / 0.001 Ha. The calculated total energy comes out at -503545.47907 eV. The HOMO energy (spin up / spin down) is -3.17 / -9.34 eV. Its total charge is -1. As for the spin multiplicity: 2.

Mulliken population analysis, charges in e, atoms 1 to 8: -0.36, -0.10, -0.05, 1.23, -0.43, 0.36, -0.41, 0.27

ORCA calculation (the ωB97M-V functional and the def2-TZVPD basis) on a structure of composition C18H48BrMnN4O5 in a non-equilibrium geometry.

The geometry in XYZ format:
```
77
Properties=species:S:1:pos:R:3
Mn -2.892 2.785 0.612
Br -1.078 0.981 -0.056
C 1.422 -0.591 -4.157
C 0.672 0.733 -4.205
C -0.835 0.481 -4.284
O -1.596 1.685 -4.300
C -1.988 2.139 -5.570
N 1.030 1.554 -3.048
H 2.476 -0.315 -4.077
H 1.420 -1.197 -5.066
H 1.107 -1.243 -3.339
H 1.013 1.241 -5.111
H -1.137 -0.202 -3.488
H -1.014 0.015 -5.263
H -2.630 3.013 -5.480
H -2.532 1.324 -6.066
H -1.191 2.423 -6.267
H 0.396 2.349 -3.047
H 0.745 1.013 -2.235
C 1.392 3.260 2.794
C 1.971 1.950 3.323
C 1.518 1.558 4.708
O 2.253 0.414 5.080
C 2.033 0.118 6.455
N 1.736 0.853 2.294
H 0.305 3.339 2.874
H 1.744 3.480 1.787
H 1.841 4.057 3.404
H 3.063 2.005 3.320
H 0.435 1.360 4.705
H 1.735 2.338 5.449
H 0.980 -0.119 6.614
H 2.394 0.964 7.050
H 2.675 -0.725 6.701
H 2.310 1.243 1.552
H 0.759 1.004 2.047
C -4.769 1.939 -3.199
C -4.610 2.310 -1.735
C -4.628 1.057 -0.857
O -4.512 1.383 0.535
C -4.500 0.171 1.308
N -3.384 3.112 -1.448
H -3.842 1.485 -3.559
H -5.037 2.811 -3.791
H -5.544 1.181 -3.320
H -5.484 2.860 -1.375
H -4.002 0.275 -1.300
H -5.618 0.627 -1.050
H -3.553 -0.371 1.327
H -5.279 -0.507 0.959
H -4.745 0.400 2.345
H -3.366 3.951 -2.025
H -2.612 2.576 -1.875
C 4.996 -5.020 -1.248
O 4.726 -3.658 -1.461
C 3.512 -3.198 -0.911
C 3.672 -2.914 0.593
N 2.542 -2.081 1.124
C 1.395 -2.974 1.357
C 0.220 -2.247 1.992
O 0.611 -1.640 3.187
C -0.441 -1.287 4.032
H 4.409 -5.656 -1.928
H 4.789 -5.388 -0.239
H 6.038 -5.195 -1.511
H 2.646 -3.787 -1.229
H 3.373 -2.200 -1.345
H 4.604 -2.367 0.725
H 3.716 -3.826 1.189
H 2.323 -1.597 0.253
H 1.697 -3.845 1.938
H 1.011 -3.393 0.414
H -0.539 -3.022 2.206
H -0.252 -1.589 1.246
H -0.027 -0.803 4.914
H -0.851 -2.217 4.456
H -1.215 -0.646 3.594
```

As for the LUMO energy (spin up / spin down): -0.190 / -0.193 Ha. The calculated total energy comes out at -136995.88845 eV. The HOMO energy (spin up / spin down) is -10.09 / -10.09 eV. Its total charge is +1. As for the spin multiplicity: 6.

Mulliken population analysis, charges in e, atoms 1 to 8: 0.86, -0.34, -1.62, 0.42, -0.67, -0.25, -0.91, -0.61

ORCA calculation (the ωB97M-V functional and the def2-TZVPD basis) on a cluster of 7 separate species, C18H48BrO7P in total in a non-equilibrium geometry.

The geometry in XYZ format:
```
75
Properties=species:S:1:pos:R:3
C 3.848 -4.598 -0.546
C 2.904 -5.646 0.074
C 1.705 -4.986 0.758
C 1.972 -4.717 2.244
C 1.052 -3.634 2.809
C 1.393 -2.223 2.293
C 0.368 -1.657 1.291
P 0.066 0.144 1.508
C 1.094 0.966 0.230
C 2.581 0.574 0.302
C 3.125 0.322 -1.111
C -1.615 0.349 0.748
C -1.812 -0.585 -0.408
O -1.183 -0.605 -1.440
Br -3.255 -1.915 -0.157
H 4.887 -4.912 -0.511
H 3.596 -4.392 -1.583
H 3.771 -3.657 -0.003
H 2.581 -6.315 -0.720
H 3.483 -6.230 0.784
H 1.514 -4.032 0.271
H 0.813 -5.600 0.664
H 2.998 -4.369 2.351
H 1.849 -5.641 2.803
H 1.183 -3.633 3.892
H 0.008 -3.882 2.632
H 1.449 -1.553 3.146
H 2.360 -2.261 1.795
H 0.634 -1.931 0.269
H -0.595 -2.136 1.475
H 0.990 2.041 0.346
H 0.690 0.707 -0.750
H 3.141 1.415 0.696
H 2.751 -0.295 0.931
H 2.476 -0.378 -1.632
H 4.153 -0.021 -1.103
H 3.063 1.261 -1.659
H -1.667 1.345 0.318
H -2.400 0.204 1.477
C 6.023 2.956 2.440
O 5.590 2.071 1.408
H 5.176 3.573 2.731
H 6.365 2.403 3.318
H 6.824 3.612 2.091
H 6.343 1.532 1.159
C -5.819 -2.590 -2.835
O -6.314 -3.410 -3.893
H -6.635 -1.956 -2.498
H -5.471 -3.199 -1.997
H -5.002 -1.952 -3.181
H -5.595 -3.967 -4.193
C -3.912 2.937 -1.199
O -2.835 3.138 -0.289
H -4.339 1.956 -1.002
H -4.690 3.691 -1.060
H -3.560 2.970 -2.233
H -2.456 4.004 -0.478
C 2.756 4.907 1.092
O 2.362 3.719 1.768
H 1.855 5.482 0.894
H 3.429 5.512 1.707
H 3.248 4.678 0.141
H 3.150 3.199 1.939
C -0.741 6.067 -2.455
O -1.130 4.813 -1.898
H -1.650 6.614 -2.688
H -0.150 6.650 -1.745
H -0.169 5.926 -3.375
H -0.334 4.318 -1.690
C -8.335 0.618 -1.251
O -6.964 0.360 -0.968
H -8.369 1.303 -2.094
H -8.864 -0.300 -1.524
H -8.837 1.083 -0.399
H -6.924 -0.244 -0.224
```

As for the LUMO energy: 0.017 Ha. The calculated total energy comes out at -113105.75957 eV. The HOMO energy is -8.22 eV. As for the structure (SMILES): CCCCCCCP(CCC)CC(=O)Br.CO.CO.CO.CO.CO.CO.

Mulliken population analysis, charges in e, atoms 1 to 8: -0.99, -0.60, -0.15, -0.76, -1.11, -0.43, -0.82, -0.38

ORCA calculation (the ωB97M-V functional and the def2-TZVPD basis) on a structure of composition C18H48ClF6NO16S2 in a non-equilibrium geometry.

The geometry in XYZ format:
```
92
Properties=species:S:1:pos:R:3
Cl -0.379 -0.175 -0.522
O 0.231 -1.206 -1.300
O -1.783 0.011 -0.731
O -0.061 -0.443 0.841
O 0.366 0.979 -0.956
C -1.172 -3.937 -2.563
F -0.689 -3.963 -1.353
F -1.970 -4.981 -2.744
F -1.879 -2.801 -2.707
S 0.274 -3.955 -3.867
O 1.585 -4.197 -3.320
O -0.141 -4.702 -5.016
N 0.918 -2.278 -4.144
S -0.218 -1.777 -5.300
O 0.386 -1.721 -6.641
O -1.517 -2.405 -5.298
C -0.568 0.057 -4.746
F -1.341 0.082 -3.655
F 0.631 0.620 -4.460
F -1.151 0.718 -5.759
C -0.504 -3.674 2.875
C 0.498 -2.689 3.495
O 0.881 -3.131 4.780
H -0.085 -4.678 2.809
H -0.777 -3.424 1.850
H -1.451 -3.784 3.404
H 0.031 -1.704 3.494
H 1.380 -2.663 2.855
H 1.415 -2.402 5.104
C -2.472 3.171 -2.220
C -3.572 2.494 -3.036
O -4.286 3.579 -3.631
H -1.822 3.723 -2.898
H -1.896 2.393 -1.718
H -2.929 3.911 -1.563
H -4.193 1.819 -2.448
H -3.152 1.869 -3.824
H -4.903 3.236 -4.281
C -2.856 4.929 2.378
C -3.051 3.454 2.037
O -1.919 3.079 1.356
H -2.830 5.482 1.439
H -1.948 5.073 2.964
H -3.758 5.249 2.899
H -3.931 3.212 1.441
H -3.147 2.883 2.960
H -2.067 2.204 0.992
C 4.155 -0.190 2.569
C 3.292 -0.281 1.297
O 4.074 -0.615 0.191
H 4.918 0.586 2.519
H 4.576 -1.183 2.730
H 3.454 0.011 3.379
H 2.818 0.690 1.156
H 2.437 -0.956 1.329
H 4.810 -0.007 0.092
C -4.666 -1.535 2.424
C -3.783 -0.292 2.340
O -4.581 0.731 3.020
H -4.149 -2.403 2.014
H -5.559 -1.409 1.812
H -4.997 -1.673 3.454
H -3.578 0.016 1.315
H -2.827 -0.520 2.813
H -5.233 0.998 2.367
C 3.774 -3.892 0.504
C 2.536 -3.566 -0.339
O 2.953 -2.580 -1.264
H 3.537 -4.669 1.231
H 4.141 -3.043 1.081
H 4.588 -4.237 -0.133
H 1.692 -3.183 0.234
H 2.213 -4.537 -0.714
H 3.338 -1.900 -0.707
C 3.036 2.142 -3.327
C 3.457 0.880 -2.562
O 2.563 -0.251 -2.763
H 2.957 1.884 -4.383
H 3.802 2.915 -3.273
H 2.037 2.471 -3.039
H 3.318 1.074 -1.499
H 4.501 0.666 -2.789
H 1.789 0.138 -2.349
C 1.295 2.577 2.683
C 0.812 3.718 3.608
O 1.910 4.159 4.404
H 1.652 1.714 3.244
H 2.020 2.859 1.918
H 0.441 2.087 2.217
H 0.022 3.380 4.278
H 0.501 4.602 3.052
H 1.772 5.090 4.591
```

As for the LUMO energy: 0.138 Ha. The calculated total energy comes out at -104181.27822 eV. The HOMO energy is -3.11 eV. Its total charge is -2.

Mulliken population analysis, charges in e, atoms 1 to 8: 1.67, -0.52, -0.67, -0.53, -0.91, 0.69, -0.16, -0.27

ORCA calculation (the ωB97M-V functional and the def2-TZVPD basis) on a structure of composition C18H48F2FeO6 in a non-equilibrium geometry.

The geometry in XYZ format:
```
75
Properties=species:S:1:pos:R:3
Fe 0.779 0.498 -1.974
F 1.626 -1.301 -2.081
F -0.336 0.004 -0.401
C -2.983 -0.999 -3.456
C -1.549 -1.158 -3.213
C -0.799 -2.176 -4.092
O -0.892 0.060 -3.288
H -3.465 -0.554 -2.586
H -3.653 -1.831 -3.673
H -3.157 -0.195 -4.171
H -1.458 -1.530 -2.192
H 0.211 -2.437 -3.776
H -0.708 -1.895 -5.141
H -1.409 -3.078 -4.038
H -1.192 0.461 -4.107
C 2.379 -1.266 4.236
C 1.839 -0.018 3.566
C 2.526 1.210 4.100
O 2.082 -0.003 2.141
H 3.372 -1.423 3.816
H 1.776 -2.100 3.877
H 2.597 -1.203 5.303
H 0.750 0.020 3.605
H 2.573 1.221 5.189
H 2.051 2.148 3.814
H 3.559 1.340 3.775
H 1.469 -0.615 1.726
C -0.841 3.572 0.488
C -1.265 2.980 -0.904
C -2.075 3.883 -1.814
O -0.188 2.469 -1.602
H -0.053 4.323 0.431
H -0.557 2.797 1.200
H -1.674 4.165 0.865
H -1.967 2.257 -0.487
H -1.442 4.584 -2.359
H -2.918 4.442 -1.409
H -2.594 3.341 -2.605
H 0.169 3.221 -2.080
C -0.723 -4.852 0.650
C -0.012 -3.546 0.178
C 1.302 -3.213 0.848
O 0.217 -3.701 -1.185
H -0.927 -4.775 1.718
H -0.141 -5.761 0.496
H -1.619 -5.099 0.082
H -0.577 -2.618 0.265
H 1.247 -3.572 1.875
H 1.448 -2.137 0.943
H 2.196 -3.791 0.612
H 0.889 -3.088 -1.493
C -3.541 1.038 1.969
C -3.334 -0.441 1.556
C -3.719 -0.697 0.075
O -2.001 -0.737 1.792
H -2.969 1.845 1.511
H -3.452 1.020 3.055
H -4.580 1.278 1.743
H -4.005 -1.058 2.153
H -3.145 -0.113 -0.644
H -4.777 -0.437 0.113
H -3.453 -1.728 -0.159
H -1.499 -0.556 0.993
C 3.742 2.586 0.506
C 3.297 2.015 -0.854
C 4.404 1.171 -1.384
O 2.167 1.172 -0.711
H 2.965 3.199 0.964
H 4.734 3.030 0.424
H 3.821 1.756 1.208
H 3.167 2.859 -1.533
H 5.188 1.848 -1.723
H 4.036 0.595 -2.234
H 4.801 0.439 -0.681
H 2.272 0.855 0.189
```

As for the LUMO energy (spin up / spin down): -0.148 / -0.240 Ha. The calculated total energy comes out at -71544.06495 eV. The HOMO energy (spin up / spin down) is -11.68 / -11.67 eV. Its total charge is +1. As for the spin multiplicity: 6.

Mulliken population analysis, charges in e, atoms 1 to 8: 0.57, -0.59, 0.75, -1.17, 1.47, -1.56, -0.26, 0.30